This record from the Open Molecules 2025 dataset describes a structure of composition C8H25O6V. The level of theory is ωB97M-V/def2-TZVPD.

Output
<S²>: 3.75
M: 268.2 g mol⁻¹
frontier orbital gap (spin up / spin down): 4.69 / 5.63 eV
spin multiplicity: 4
ΔE to the lowest compared entry with this formula, charge and spin: 0.00 kJ/mol
total charge: -1
LUMO energy (spin up / spin down): 2.641 / 2.629 eV
electronic energy: -1715.14861 Eh

Each line ends with the Mulliken charge.
Geometry (Å):
V: 0.49069 1.21540 0.36561  1.032
C: 1.94019 1.32263 3.63336  -0.986
O: 1.54778 1.67984 2.32491  -0.651
H: 2.19145 0.27948 3.82520  0.226
H: 2.88678 1.74778 3.96704  0.263
H: 1.11501 1.47516 4.32901  0.307
C: -2.52029 2.53936 1.31503  -1.078
O: -1.46395 1.65822 1.30587  -0.585
H: -2.23213 3.57935 1.16182  0.309
H: -3.45070 2.35771 0.77706  0.258
H: -2.89501 2.63619 2.33401  0.276
O: 0.96187 3.25253 0.03928  -0.853
H: 0.28462 3.81817 -0.38015  0.108
C: 1.80319 -1.23750 -2.70048  -0.605
C: 2.51141 -1.08945 -1.30165  -0.293
O: 2.16349 0.09572 -0.59040  -0.201
H: 1.84739 -0.38697 -3.38073  0.278
H: 0.74000 -1.32743 -2.47764  -0.156
H: 2.11115 -2.14926 -3.21229  0.412
H: 3.59683 -1.18882 -1.31184  0.374
H: 2.15214 -1.91538 -0.68777  0.103
H: 2.90512 0.65247 -0.83861  0.191
C: -1.88682 -0.39851 -3.28581  -1.240
C: -1.63575 0.30223 -1.96650  -0.192
O: -0.33162 0.71739 -1.64998  0.029
H: -1.13482 -1.17191 -3.44216  0.306
H: -1.78505 0.24703 -4.15819  0.355
H: -2.90742 -0.78119 -3.28929  0.381
H: -2.03223 -0.42609 -1.25907  0.134
H: -2.25174 1.20148 -1.96424  0.310
H: -0.17587 1.31925 -2.38149  0.105
C: -0.33953 -3.11002 1.80143  -1.244
C: -0.89331 -1.75431 1.34692  -0.240
O: 0.12955 -0.85325 1.19162  -0.049
H: 0.19822 -3.06083 2.74827  0.300
H: 0.26261 -3.54597 1.00427  0.298
H: -1.12098 -3.85676 1.94221  0.411
H: -1.38396 -1.47290 2.27867  0.264
H: -1.57510 -1.87397 0.50493  0.225
H: 0.17677 -0.49684 2.08175  0.120

Atoms 1-3, force components in eV/Å:
-0.9 2.4 2.3
-0.9 -0.1 -2.0
0.5 -1.3 0.6